1.
117
Properties=species:S:1:pos:R:3:forces:R:3 method="wB97M-V/def2-TZVPD" spin_multiplicity=1 energy_ha=-4049.8091 mol_weight_g_mol=1025.79 charge=+1 largest_force_ev_per_a=7.69 homo_energy_ha=-0.4122 lumo_energy_ev=-3.095
C -2.036582 1.140543 0.114837 2.0849 -7.4031 -0.1991
C -1.579301 -0.102881 0.169954 -2.8185 6.8043 -0.2749
N -0.957801 -1.476459 0.318393 -0.6307 2.4500 -0.4492
C 0.043833 -1.595048 -0.798952 3.0317 0.7789 -2.1247
N -0.533105 -1.482005 -2.176143 0.5143 -1.5475 0.7296
C -0.230707 -1.449882 1.643219 0.2015 0.3134 2.5305
C 0.433082 -2.848037 2.093656 -0.9905 -0.7499 1.4793
C 0.449844 -2.828478 3.739033 0.5211 -1.6676 1.2999
C 0.763926 -4.006191 4.547720 -0.4170 1.9199 -1.5229
C 1.964238 -3.075926 1.635366 1.2206 0.1289 0.5619
C 2.917199 -1.784785 1.731412 2.4650 3.1728 -0.9404
C 3.839851 -1.478127 0.466679 0.2069 1.9711 2.3383
C 4.850866 -0.263943 0.375502 -2.2078 -0.3217 3.3441
C 4.934408 0.747081 1.584879 -2.7176 -3.4572 -0.0899
C 3.994699 0.473382 2.854271 0.1048 -2.0716 -2.8599
C 3.014112 -0.773669 2.941901 2.1946 0.7162 -3.1368
C -0.400780 -4.182852 1.692441 0.1564 -1.2577 -0.6618
C -1.305327 -4.067610 0.355329 -0.4199 1.0276 0.7605
C -1.982857 -2.571505 0.388770 -2.3816 -2.3345 0.4421
C -3.202208 -2.455338 -0.664533 -0.2304 -0.7605 0.5341
C -4.636575 -2.107306 0.004608 -4.3956 2.7757 -3.7639
O -5.517728 -1.572316 -0.762263 4.9098 -3.1508 4.7664
F -5.003388 -2.369692 1.371782 1.6921 0.3247 -3.1586
H -2.593517 2.138447 -0.105991 1.4322 -2.2863 0.6593
H 0.776235 -0.690991 -0.677621 -1.4401 -1.6673 0.0635
H 0.704208 -2.535958 -0.770026 -1.3856 1.2615 0.9363
H -0.876962 -2.445468 -2.408272 0.2161 1.1401 0.0046
H 0.293280 -1.372568 -2.812274 -1.0326 0.1796 0.7225
H -1.039504 -1.193841 2.449050 1.3563 -0.4264 -1.7052
H 0.479075 -0.544103 1.621708 -0.7632 -1.6897 -0.0252
H 0.203688 -1.851143 4.331778 1.8185 -1.3071 -1.4108
H 0.157667 -4.982200 4.504822 1.8486 1.1084 -1.0117
H 1.700139 -3.978767 5.223506 -2.5297 0.4259 0.0787
H 2.407443 -3.885717 2.354226 -0.9485 1.4545 -1.2779
H 2.058859 -3.546307 0.570992 -0.3307 1.0565 1.7535
H 3.768669 -2.188724 -0.442261 0.1765 1.2457 1.6999
H 5.526577 -0.107117 -0.559352 -1.4769 -0.4148 1.8914
H 5.647859 1.657876 1.508466 -1.4921 -1.7927 0.3721
H 4.042964 1.217555 3.730500 -0.1286 -1.4345 -1.5324
H 2.389669 -0.933917 3.894042 1.1770 0.3134 -1.7408
H -1.080661 -4.583156 2.554989 1.2601 1.0783 -1.5338
H 0.392406 -5.018588 1.501387 -1.4789 1.4413 0.4642
H -0.723040 -4.277292 -0.614544 -0.9151 0.4048 1.4502
H -2.213832 -4.800231 0.412016 1.7898 1.3182 -0.1191
H -2.464940 -2.498246 1.452783 0.9845 0.0670 -1.9477
H -3.048795 -1.705636 -1.521425 -0.3002 -0.9558 1.5727
H -3.332014 -3.502673 -1.168217 0.0934 1.8901 0.9703
C -7.294089 0.734593 0.896069 0.2868 0.0891 -0.2021
C -7.764404 1.954434 1.663407 -0.6213 -0.6488 -0.1294
O -6.661915 2.835776 1.929951 0.7303 1.1889 -0.5062
C -6.322757 3.684182 0.928391 -1.9081 -1.4024 -0.4219
O -6.884484 3.729891 -0.141740 1.1106 0.3705 1.0948
C -5.174016 4.591524 1.362830 1.4690 1.4998 0.5381
F -4.194452 3.916736 2.015113 -0.5741 -0.0973 -0.3877
F -5.589705 5.565978 2.204563 -0.1637 -0.7595 -0.5095
F -4.575878 5.214451 0.323286 -0.6628 -0.6826 0.3466
H -6.477653 0.237737 1.427934 -0.1794 -0.0089 0.0698
H -8.112102 0.023452 0.759890 0.0837 0.0880 0.0296
H -6.909749 1.013147 -0.088684 -0.1704 -0.0229 0.0402
H -8.164457 1.646863 2.632881 0.2957 0.2649 0.0152
H -8.567305 2.478236 1.136112 0.3048 0.0851 -0.0172
C -3.884029 0.731519 -4.633075 0.0357 0.1808 -0.3202
C -3.696065 -0.769899 -4.728934 -0.0065 0.3592 0.6829
O -3.962672 -1.227157 -6.062737 0.6883 -0.3302 -1.0900
C -2.939077 -1.115284 -6.945296 0.4517 0.6760 2.0435
O -1.851740 -0.661698 -6.668626 -1.0957 -0.6470 -0.7922
C -3.341111 -1.681668 -8.305269 -0.6216 -0.6127 -2.2523
F -4.581615 -1.294018 -8.684419 0.6713 0.0048 0.6205
F -3.348391 -3.036230 -8.306079 0.1595 0.6702 0.5145
F -2.506519 -1.303763 -9.297415 -0.2552 -0.0100 1.0749
H -4.880012 1.017327 -4.982458 0.0441 -0.0730 0.2000
H -3.759513 1.071950 -3.602150 -0.0472 -0.0672 -0.0696
H -3.162398 1.259428 -5.261988 0.0275 -0.0953 0.1374
H -4.413340 -1.271312 -4.073390 -0.0851 -0.0870 -0.3652
H -2.695734 -1.072543 -4.402864 -0.0073 0.0549 -0.3027
C 9.569820 -1.684809 4.780439 -0.0403 -0.3536 -0.0302
C 8.379343 -0.856574 5.224159 0.8448 0.3507 0.1096
O 7.151232 -1.484504 4.821863 -1.1605 -0.9173 0.4720
C 6.686392 -2.460482 5.639822 2.0778 1.1102 0.7231
O 7.239467 -2.815880 6.654697 -1.1666 -0.0090 -1.1548
C 5.356359 -3.003310 5.122030 -1.5754 -1.0181 -0.7741
F 5.363935 -3.215587 3.784068 0.3151 0.2404 0.6705
F 4.331016 -2.150165 5.365251 0.6674 -0.1118 0.1404
F 5.012862 -4.181380 5.687976 0.5647 0.8111 -0.0837
H 9.527497 -1.872587 3.703771 0.0250 0.1663 0.0737
H 10.505929 -1.172486 5.013669 -0.1438 -0.0174 -0.0187
H 9.576358 -2.660300 5.273746 0.0207 0.1512 0.0626
H 8.409837 0.120057 4.735144 -0.3361 -0.2408 -0.0648
H 8.392973 -0.676215 6.303302 -0.1671 -0.2289 -0.1292
C 9.492445 4.097627 0.309215 0.3240 0.0959 0.0527
C 8.750471 3.293588 1.359049 -0.3841 0.4225 -0.5324
O 9.673100 2.555629 2.174505 0.5952 0.0019 1.1635
C 10.238472 3.238933 3.201357 -1.4797 1.2926 -1.1628
O 10.010273 4.399889 3.450035 0.6304 -1.4795 0.1192
C 11.154871 2.324624 4.011404 1.8008 -1.0596 1.0905
F 11.939694 1.546262 3.229386 -0.6744 0.5693 0.0827
F 10.453660 1.479002 4.806546 -0.1305 0.5652 -0.4895
F 11.991103 3.004635 4.823972 -0.8867 -0.0383 -0.7227
H 10.146535 3.448973 -0.280172 -0.1812 -0.0004 0.0107
H 8.790454 4.597159 -0.362727 0.0366 -0.0701 0.0858
H 10.128978 4.856259 0.771764 -0.1753 -0.0200 -0.0079
H 8.104686 2.559316 0.870040 0.2697 -0.1756 0.2149
H 8.106183 3.929938 1.973546 0.2869 -0.0636 0.0975
C -7.780763 4.205886 -7.693666 0.1223 -0.3417 -0.0231
C -8.446001 4.627910 -6.398005 0.2644 0.6464 -0.5396
O -8.963863 3.483953 -5.700930 0.4157 -0.9929 1.1050
C -8.077112 2.799801 -4.938385 0.6882 1.9245 -1.1266
O -6.909289 3.096275 -4.823617 -1.1954 -0.8551 0.2180
C -8.769947 1.644762 -4.218704 -1.0655 -1.7399 0.8956
F -9.610244 0.956510 -5.026880 0.6092 0.6353 0.1513
F -9.514943 2.074786 -3.172812 0.5489 0.2137 -0.6169
F -7.898138 0.739456 -3.719840 -0.0984 0.8336 -0.4504
H -8.470626 3.618729 -8.306288 -0.0102 0.1787 0.0434
H -7.456604 5.079495 -8.264096 -0.0642 -0.0604 0.0916
H -6.909277 3.574581 -7.501325 -0.0221 0.1588 0.0262
H -9.298286 5.275901 -6.617417 -0.0803 -0.3283 0.2041
H -7.763470 5.199026 -5.761496 -0.0553 -0.3058 0.0416

2.
14
Properties=species:S:1:pos:R:3:forces:R:3 method="wB97M-V/def2-TZVPD" spin_multiplicity=1 energy_ha=-307.5286 mol_weight_g_mol=88.11 de_lowest_kcal_mol=115.4 charge=0 largest_force_ev_per_a=0.52 homo_energy_ha=-0.2992 lumo_energy_ev=0.788
C 1.205869 1.785876 -0.031996 -0.0090 0.1121 0.0880
C 0.223646 0.898077 -0.706785 0.2886 0.1621 -0.0146
C -1.486681 -0.771138 0.354490 -0.1290 0.1931 -0.0702
O -1.705018 -2.128280 0.443883 -0.0365 -0.4003 0.3369
C 0.688055 -0.506540 -0.724203 -0.0193 -0.0015 -0.2084
O -0.079021 -0.512757 0.506636 -0.3740 0.3558 -0.0463
H 0.724385 2.587890 0.530237 0.0343 -0.0185 -0.0625
H 1.694592 2.270472 -0.890659 0.0210 0.0262 0.0043
H 1.993699 1.324825 0.583985 -0.1171 -0.0906 -0.1114
H -1.891534 -0.442406 -0.604121 0.4266 0.0902 0.0687
H -1.969245 -0.213006 1.165918 0.1830 -0.0425 -0.0840
H -1.414852 -2.372365 1.329969 -0.0982 -0.3715 -0.0278
H 1.735632 -0.731051 -0.485109 -0.1907 -0.0684 0.0240
H 0.280471 -1.189597 -1.472245 0.0202 0.0538 0.1033

3.
93
Properties=species:S:1:pos:R:3:forces:R:3 method="wB97M-V/def2-TZVPD" spin_multiplicity=4 energy_ha=-4717.1991 mol_weight_g_mol=840.70 de_lowest_kcal_mol=6.9 charge=+2 s2=3.793 largest_force_ev_per_a=1.24 homo_energy_ha="-0.4856 / -0.5057" lumo_energy_ev="-5.742 / -7.788"
Mn -0.114780 0.072131 0.342803 -1.2023 -0.1456 0.2468
Cl 5.945153 2.003165 -1.796344 0.0722 -0.0137 -0.0727
C 4.479410 1.155305 -1.597780 0.1033 -0.0319 -0.1141
C 3.629829 1.550350 -0.594013 -0.1455 0.0271 0.0836
C 2.424990 0.861948 -0.432902 -0.4474 0.1144 0.3832
N 1.449129 1.081497 0.520848 0.8518 0.7869 0.0121
C 1.323867 2.237080 1.301148 -0.1136 -0.5297 -0.1749
O 2.071165 3.176205 1.321856 0.2929 0.2010 -0.0449
C 0.076747 2.189367 2.153222 -0.0060 -0.5089 -0.3139
C -0.176347 3.168402 3.079196 0.0177 0.1700 0.1551
C -1.320655 3.065039 3.857198 -0.0650 0.0123 0.0724
C -2.158086 1.976115 3.676718 -0.0597 0.1176 0.1615
C -1.843931 1.038813 2.712897 0.1180 -0.1429 -0.1974
N -0.753201 1.137689 1.948612 0.1647 0.5952 0.2518
C 2.096882 -0.227107 -1.304204 -0.5577 -0.2601 0.1761
C 2.986790 -0.628551 -2.311923 -0.0722 -0.1160 0.0731
C 4.156746 0.061865 -2.459813 0.1327 0.1158 0.0099
Cl 5.228145 -0.402185 -3.709342 0.0701 0.0503 -0.0017
N 0.849587 -0.738171 -1.049819 0.7496 -0.5444 -0.5451
C 0.365452 -1.983558 -1.497866 -0.0901 0.4740 0.2418
O 0.977744 -2.810410 -2.106553 0.1875 -0.1905 -0.1509
C -1.082981 -2.148313 -1.094480 0.1987 0.5017 0.1852
C -1.842165 -3.196003 -1.551736 -0.0514 -0.1833 -0.0828
C -3.188462 -3.230647 -1.213384 -0.0765 -0.0199 0.0105
C -3.723058 -2.190824 -0.467616 -0.1095 -0.1222 -0.0498
C -2.894835 -1.170498 -0.042128 0.2143 0.0607 0.0369
N -1.587004 -1.160507 -0.315834 -0.1078 -0.5089 -0.3797
H 3.891118 2.373273 0.051900 -0.0016 0.0006 0.0114
H 0.525281 3.986187 3.173507 -0.0157 -0.0126 0.0333
H -1.551038 3.819191 4.599206 0.0049 -0.0298 -0.0324
H -3.053462 1.847251 4.270252 0.0412 0.0267 -0.0211
H -2.483790 0.181219 2.551790 -0.0019 0.0000 -0.0350
H 2.745001 -1.446047 -2.972519 -0.0090 -0.0130 0.0519
H -1.370119 -3.954916 -2.162673 -0.0402 0.0184 0.0194
H -3.816461 -4.047851 -1.545830 0.0306 0.0421 0.0225
H -4.774363 -2.162418 -0.214226 0.0405 -0.0168 -0.0210
H -3.284012 -0.332105 0.520636 0.0177 0.0064 0.0243
C -0.895363 5.473217 -2.887958 0.0138 -0.0117 -0.0029
C 0.604737 5.386170 -2.624479 -0.0900 -0.0387 -0.0934
C 0.988347 4.150699 -1.824147 -0.0490 -0.1687 -0.0930
N 0.762787 2.931158 -2.625638 0.0249 0.2123 0.4802
C -0.061122 1.940383 -2.392113 0.0423 0.1439 0.1364
S -1.068302 1.835448 -0.964769 0.1169 0.0506 -0.1635
N -0.175375 0.941281 -3.294661 -0.0203 -0.0468 -0.3291
C 0.715486 0.569774 -4.370050 0.0452 0.0199 0.2002
O 0.995262 -0.595663 -4.457151 -0.1912 0.1088 -0.1483
C 1.199955 1.639640 -5.264447 0.0102 -0.2237 -0.0499
C 0.444662 2.789863 -5.491276 -0.1976 0.0485 -0.3181
C 0.909599 3.749553 -6.374701 -0.0007 0.0209 -0.0099
C 2.126411 3.561510 -7.022623 0.0220 0.0077 0.0012
C 2.873483 2.408487 -6.805028 0.0053 0.0366 -0.0149
C 2.408191 1.440516 -5.931913 0.0455 -0.0601 0.0322
H -1.142529 6.387451 -3.426615 0.0017 -0.0257 0.0108
H -1.459436 5.473942 -1.951526 0.0292 -0.0022 -0.0553
H -1.250114 4.632222 -3.492980 0.0182 0.0593 0.0653
H 0.946356 6.258299 -2.065176 -0.0104 0.0037 -0.0002
H 1.156454 5.389161 -3.571134 0.0138 0.0382 0.0554
H 0.396065 4.074614 -0.919310 -0.0689 -0.0479 0.1007
H 2.040154 4.171640 -1.540541 0.0495 -0.0454 -0.0235
H 1.230045 2.926035 -3.527642 0.0562 0.0412 0.1296
H -0.730013 0.161780 -2.976791 -0.0713 -0.0456 0.0346
H -0.520149 2.915478 -5.007797 0.0879 -0.0130 -0.0838
H 0.319411 4.636072 -6.570474 0.0246 -0.0341 -0.0003
H 2.489429 4.316114 -7.709992 -0.0217 -0.0454 0.0249
H 3.810984 2.261200 -7.325869 -0.0345 0.0197 0.0298
H 2.965116 0.526137 -5.758111 -0.0393 0.0680 -0.0222
C -3.904886 -4.945678 4.853817 -0.0413 -0.0040 0.0155
C -2.475388 -5.437100 5.036312 -0.0377 0.1560 0.0598
N -1.447914 -4.440209 4.686655 -0.0615 0.0207 0.1167
C -0.811469 -3.687936 5.776387 -0.1184 -0.1189 -0.1161
C -1.723356 -2.646795 6.411293 -0.0927 -0.0099 -0.0503
C -1.255753 -4.199696 3.379797 -0.0118 -0.0900 0.0210
O -1.913432 -4.699543 2.474951 0.0028 0.0892 0.0892
C -0.118468 -3.306735 2.950598 0.1892 -0.3377 0.1943
C 1.213748 -3.690135 3.045010 0.0883 0.0491 0.1088
C 2.180417 -2.909547 2.428463 0.0081 -0.1088 0.0559
C 1.786949 -1.796437 1.713974 -0.0333 -0.0259 -0.0188
N 0.500305 -1.438285 1.602568 0.0478 0.0538 0.0631
C -0.420583 -2.179700 2.231169 -0.0567 0.3075 -0.2320
H -4.594469 -5.764901 5.066256 0.0210 0.0648 -0.0019
H -4.069862 -4.624593 3.825553 0.0046 -0.0249 0.0460
H -4.142434 -4.122528 5.530007 0.0214 -0.0369 -0.0410
H -2.307831 -6.315808 4.418037 0.0335 -0.0333 -0.0588
H -2.295650 -5.717429 6.073857 0.0148 -0.0219 0.0039
H 0.081279 -3.204111 5.395397 0.1143 0.0339 -0.0780
H -0.487278 -4.406993 6.528472 0.0406 -0.0350 0.0054
H -2.119017 -1.967349 5.649971 0.0338 -0.0155 0.0632
H -1.171752 -2.061849 7.150169 -0.0210 -0.0561 -0.0496
H -2.567599 -3.114008 6.919164 0.0215 0.0318 -0.0209
H 1.487948 -4.587258 3.591205 -0.0145 0.0652 -0.0669
H 3.229837 -3.168365 2.475269 -0.0495 0.0013 0.0136
H 2.515978 -1.185278 1.202704 -0.0164 0.0406 -0.0133
H -1.454137 -1.885899 2.117050 -0.0343 0.0035 -0.0273